1.
Here is a cluster of 6 separate species, C24H24BF4O14 in total in a non-equilibrium geometry from the OMol25 dataset. Energies are from the ωB97M-V functional and the def2-TZVPD basis.

The calculation puts the energy above the lowest of the compared OMol25 structures with the same formula, charge and spin at 2.500 eV. The net charge is -1. The highest occupied orbital energy is -6.80 eV.

Element x y z (Å)
1 B 0.941 1.923 1.454
2 F -0.068 2.362 0.608
3 F 1.076 0.524 1.283
4 F 2.031 2.550 1.176
5 F 0.594 2.157 2.730
6 C 5.157 -0.770 -0.530
7 C 4.491 0.238 0.362
8 C 4.708 0.250 1.859
9 O 4.177 1.048 2.587
10 C 5.587 -0.759 2.440
11 C 6.239 -1.766 1.509
12 C 6.057 -1.770 0.065
13 O 6.672 -2.501 -0.664
14 O 7.236 -2.699 1.841
15 O 3.637 1.145 -0.240
16 H 4.994 -0.908 -1.593
17 H 5.731 -0.928 3.519
18 H 7.803 -3.271 1.384
19 H 3.343 1.587 0.490
20 C -5.910 3.271 0.395
21 C -5.894 1.962 1.231
22 C -4.629 1.192 1.341
23 O -4.449 0.230 2.037
24 C -3.562 1.592 0.434
25 C -3.580 2.947 -0.306
26 C -4.799 3.753 -0.207
27 O -4.854 4.961 -0.754
28 O -2.401 3.651 -0.556
29 O -6.946 1.482 1.996
30 H -6.880 3.837 0.618
31 H -2.704 0.967 0.631
32 H -1.509 3.172 -0.504
33 H -6.566 0.892 2.663
34 C -3.405 -3.165 2.502
35 C -3.664 -3.292 0.938
36 C -2.723 -2.513 0.029
37 O -2.886 -2.733 -1.138
38 C -1.695 -1.669 0.691
39 C -1.641 -1.470 2.196
40 C -2.251 -2.476 3.116
41 O -2.027 -2.545 4.415
42 O -0.910 -0.487 2.758
43 O -4.523 -4.159 0.455
44 H -3.928 -3.936 2.981
45 H -1.006 -1.131 0.121
46 H -0.516 0.021 2.177
47 H -4.054 -4.526 -0.122
48 C 0.293 3.756 -2.519
49 C 0.170 2.495 -3.205
50 O -0.583 2.366 -4.191
51 C 0.904 1.348 -2.698
52 H -0.629 4.289 -2.347
53 H 0.983 4.135 -3.124
54 H 0.896 3.615 -1.533
55 H 1.958 1.371 -2.748
56 H 0.691 0.542 -3.492
57 H 0.457 0.947 -1.730
58 C 1.813 -2.028 -1.095
59 C 1.927 -2.238 -2.550
60 O 3.053 -2.265 -3.165
61 C 0.729 -2.640 -3.317
62 H 1.075 -2.659 -0.592
63 H 1.755 -0.956 -0.931
64 H 2.820 -2.330 -0.668
65 H -0.100 -2.713 -2.689
66 H 0.726 -3.448 -3.806
67 H 0.542 -1.799 -4.016

Cartesian forces, eV/Å:
B -2.34 -1.65 0.70
F -1.57 0.29 -1.35
F 0.00 -0.86 -0.46
F 4.32 2.34 -1.40
F -0.96 0.18 2.18
C -2.10 2.98 4.19
C 1.44 -3.09 -5.67
C 0.30 -0.78 0.16
O -0.49 0.81 -0.22
C 3.30 -5.53 -3.30
C 0.90 1.22 3.41
C -1.80 2.60 -1.58
O 0.94 -1.40 -0.33
O -3.24 3.37 4.33
O 3.54 -3.92 -1.19
H -0.29 0.51 0.10
H -0.15 0.61 -0.72
H 0.22 -0.59 -2.57
H -2.34 2.99 3.16
C -5.25 -6.19 6.50
C -1.32 4.13 -1.27
C 0.97 0.87 -3.06
O -0.89 -0.95 1.74
C -0.25 5.10 -2.32
C 4.37 -4.48 4.42
C 1.26 6.50 -4.35
O 0.62 -4.83 2.20
O -1.50 -1.45 -0.66
O 1.47 1.71 -1.68
H 1.80 -0.57 -1.02
H 0.56 0.42 -0.62
H -1.91 0.03 0.53
H 0.27 -0.39 -0.15
C 0.01 -0.83 -6.93
C 2.94 2.49 8.67
C 0.33 -0.18 2.51
O 0.45 0.18 -1.96
C -1.61 -0.60 5.25
C 1.92 0.51 -4.52
C -2.07 0.52 4.73
O -0.41 0.15 -6.24
O -4.81 -6.29 4.59
O -5.73 4.71 7.78
H -0.65 -0.62 1.22
H 0.76 0.98 -0.92
H 3.63 4.32 -5.10
H 5.37 -5.40 -8.92
C -0.38 -1.28 4.96
C -3.14 -1.14 -2.19
O 1.36 0.43 1.59
C -1.48 -4.01 -1.01
H -0.02 0.38 -0.42
H 2.68 3.08 -2.61
H -1.34 0.23 -1.38
H 1.31 0.63 0.79
H 0.10 0.85 1.22
H 0.94 0.87 -0.91
C 2.30 -0.44 0.87
C 4.20 -2.13 -2.78
O -3.54 0.70 2.35
C -0.45 7.28 2.42
H -0.30 0.58 -0.27
H -0.51 0.16 0.52
H -1.07 0.48 -0.40
H -1.60 0.22 1.17
H 1.02 -6.31 -3.96
H -0.11 -0.47 0.16

Results of the Mulliken charge analysis, in e, for atoms 1 through 4: 0.3904, -0.1166, -0.5254, -0.3983



2.
Here is a structure of composition C24H24BaNO5SSb from the OMol25 dataset. Energies are from the ωB97M-V functional and the def2-TZVPD basis.

The calculation puts the energy above the lowest of the compared OMol25 structures with the same formula, charge and spin at 0.000 eV. The highest occupied orbital energy is -8.73 eV.

Element x y z (Å)
1 Ba 1.312 -0.359 -0.801
2 O -0.225 -1.365 1.395
3 C -1.379 -2.171 1.081
4 C -2.260 -1.406 0.124
5 N -1.601 -1.163 -1.151
6 C -2.098 0.029 -1.837
7 C -1.701 1.287 -1.042
8 O -2.588 2.013 -0.606
9 O -0.431 1.468 -0.916
10 C -1.455 -2.356 -2.011
11 C 0.059 -2.398 -2.173
12 O 0.564 -1.624 -3.028
13 O 0.719 -2.883 -1.211
14 H 0.347 -1.907 1.949
15 H -1.937 -2.377 1.997
16 H -1.047 -3.110 0.633
17 H -2.515 -0.441 0.568
18 H -3.199 -1.967 -0.001
19 H -3.185 0.009 -1.977
20 H -1.604 0.081 -2.809
21 H -1.973 -2.234 -2.961
22 H -1.826 -3.245 -1.501
23 S 3.279 2.292 -1.002
24 Sb 1.778 3.985 -1.288
25 C 0.840 4.623 0.483
26 C 1.504 4.380 1.680
27 C 0.946 4.822 2.871
28 C -0.267 5.497 2.861
29 C -0.926 5.735 1.664
30 C -0.374 5.301 0.467
31 C 2.877 5.645 -2.006
32 C 2.210 6.817 -2.354
33 C 2.927 7.900 -2.838
34 C 4.307 7.811 -2.977
35 C 4.971 6.642 -2.632
36 C 4.257 5.555 -2.143
37 C 0.417 3.784 -2.886
38 C -0.957 3.686 -2.699
39 C -1.782 3.573 -3.809
40 C -1.237 3.550 -5.087
41 C 0.136 3.643 -5.264
42 C 0.970 3.768 -4.161
43 H 2.442 3.836 1.681
44 H 1.456 4.635 3.807
45 H -0.704 5.835 3.792
46 H -1.878 6.251 1.657
47 H -0.897 5.487 -0.462
48 H 1.131 6.882 -2.255
49 H 2.415 8.814 -3.111
50 H 4.866 8.656 -3.357
51 H 6.046 6.578 -2.744
52 H 4.764 4.637 -1.871
53 H -1.391 3.628 -1.710
54 H -2.852 3.481 -3.665
55 H -1.885 3.450 -5.948
56 H 0.559 3.617 -6.260
57 H 2.043 3.847 -4.299

Cartesian forces, eV/Å:
Ba -0.16 0.46 -0.03
O 0.10 -0.07 -0.03
C -0.02 0.01 -0.03
C 0.02 0.01 -0.03
N 0.07 0.05 -0.05
C 0.12 -0.05 0.07
C 0.11 -0.07 0.02
O 0.07 0.15 -0.03
O -0.11 -0.18 0.11
C 0.00 -0.02 0.04
C 0.25 0.20 0.09
O -0.11 -0.09 -0.02
O -0.09 -0.31 -0.08
H -0.02 0.00 0.09
H 0.01 0.00 0.02
H 0.02 0.00 0.01
H 0.01 0.01 0.00
H -0.02 0.02 0.00
H -0.03 0.00 0.01
H -0.04 -0.01 -0.03
H -0.01 0.03 0.00
H 0.00 0.00 0.00
S -0.12 -0.01 0.10
Sb -0.10 -0.18 -0.27
C 0.04 -0.07 -0.14
C -0.09 0.00 0.03
C 0.02 -0.02 -0.01
C -0.01 0.01 0.03
C 0.00 -0.01 -0.08
C 0.05 0.01 0.09
C 0.05 -0.02 0.12
C 0.02 -0.06 0.01
C -0.01 0.00 0.00
C 0.04 -0.01 0.00
C -0.02 0.01 0.00
C -0.05 0.05 0.00
C 0.00 0.07 0.21
C 0.04 0.00 -0.10
C 0.02 -0.01 0.00
C -0.04 0.00 0.03
C 0.07 0.01 0.00
C -0.09 0.02 -0.06
H 0.01 0.00 0.00
H 0.00 0.00 0.00
H 0.01 -0.01 -0.01
H 0.00 0.00 0.02
H -0.01 -0.01 -0.02
H 0.01 0.03 -0.02
H -0.01 -0.02 0.01
H -0.01 -0.01 0.01
H -0.01 -0.01 0.01
H 0.02 0.00 0.00
H 0.01 0.10 -0.01
H 0.01 0.01 -0.01
H 0.00 0.00 0.00
H 0.00 0.00 0.01
H 0.00 0.00 -0.02

Results of the Mulliken charge analysis, in e, for atoms 1 through 4: 1.7160, -0.4718, -0.4756, -0.9413



3.
Here is the molecule C24H24BrN3O3 in a non-equilibrium geometry from the OMol25 dataset. Energies are from the ωB97M-V functional and the def2-TZVPD basis.

The calculation puts the energy above the lowest of the compared OMol25 structures with the same formula, charge and spin at 1.164 eV. Its SMILES is COc1ccccc1N[C@H](C)C(=O)N/N=C/c1ccccc1OCc1cccc(Br)c1. The highest occupied orbital energy is -8.03 eV.

Element x y z (Å)
1 C 5.559 0.245 -2.864
2 O 4.579 0.423 -1.872
3 C 3.336 0.876 -2.262
4 C 2.960 1.135 -3.565
5 C 1.678 1.594 -3.843
6 C 0.779 1.798 -2.818
7 C 1.147 1.545 -1.505
8 C 2.420 1.080 -1.209
9 N 2.821 0.738 0.078
10 C 2.179 1.322 1.236
11 C 3.048 1.107 2.475
12 C 0.807 0.687 1.507
13 O -0.037 1.228 2.179
14 N 0.682 -0.551 0.952
15 N -0.463 -1.243 0.993
16 C -0.514 -2.408 0.494
17 C -1.737 -3.192 0.490
18 C -1.642 -4.585 0.489
19 C -2.769 -5.382 0.480
20 C -4.024 -4.797 0.446
21 C -4.140 -3.419 0.418
22 C -3.014 -2.606 0.442
23 O -3.178 -1.251 0.304
24 C -3.222 -0.505 1.508
25 C -2.887 0.937 1.244
26 C -2.493 1.375 -0.011
27 C -2.155 2.702 -0.215
28 C -2.198 3.607 0.830
29 C -2.595 3.156 2.076
30 Br -2.658 4.385 3.525
31 C -2.947 1.841 2.296
32 H 5.775 1.180 -3.389
33 H 6.453 -0.088 -2.338
34 H 5.261 -0.519 -3.589
35 H 3.652 0.985 -4.378
36 H 1.397 1.789 -4.866
37 H -0.216 2.155 -3.032
38 H 0.435 1.709 -0.711
39 H 3.827 0.660 0.151
40 H 2.001 2.402 1.107
41 H 2.533 1.490 3.352
42 H 3.245 0.046 2.619
43 H 3.996 1.631 2.370
44 H 1.486 -0.914 0.431
45 H 0.372 -2.885 0.051
46 H -0.661 -5.039 0.509
47 H -2.669 -6.457 0.492
48 H -4.911 -5.413 0.432
49 H -5.111 -2.950 0.365
50 H -2.496 -0.902 2.228
51 H -4.230 -0.580 1.951
52 H -2.444 0.665 -0.821
53 H -1.848 3.039 -1.194
54 H -1.925 4.641 0.682
55 H -3.242 1.512 3.281

Cartesian forces, eV/Å:
C 0.22 -0.05 -0.18
O -0.62 0.16 0.20
C 0.09 -0.01 0.10
C 0.23 -0.07 0.06
C -0.15 0.04 -0.02
C -0.01 0.03 -0.17
C 0.20 -0.02 0.13
C 0.04 -0.07 -0.28
N 0.51 -0.04 0.21
C -0.15 0.09 0.13
C -0.12 0.07 -0.15
C 0.10 0.12 0.06
O 0.09 0.08 0.11
N 0.88 -0.61 -0.54
N -0.72 0.05 0.31
C 0.78 0.23 -0.13
C -0.57 -0.03 0.00
C -0.03 0.19 0.03
C -0.03 -0.13 -0.01
C 0.06 0.01 0.03
C 0.01 0.19 0.02
C 0.01 -0.16 -0.03
O 0.03 -0.23 -0.13
C -0.13 0.05 0.51
C -0.08 -0.02 -0.16
C -0.04 -0.18 0.01
C 0.02 0.04 0.03
C 0.05 0.08 0.03
C -0.09 0.06 0.15
Br 0.02 -0.05 -0.05
C -0.05 0.02 -0.12
H -0.03 -0.04 0.02
H -0.04 0.02 -0.09
H 0.00 0.05 0.02
H 0.10 -0.03 -0.04
H -0.03 0.02 -0.09
H -0.11 0.04 -0.02
H -0.09 0.04 0.06
H -0.09 0.00 0.05
H -0.09 -0.21 -0.01
H -0.02 0.02 0.05
H 0.03 -0.10 0.03
H 0.08 0.04 0.00
H -0.28 0.22 0.14
H -0.01 0.08 0.07
H 0.10 -0.03 -0.01
H 0.01 -0.08 0.00
H -0.08 -0.04 -0.01
H -0.07 0.08 -0.02
H -0.12 0.04 -0.11
H 0.16 -0.01 -0.10
H 0.01 -0.06 -0.09
H 0.02 0.03 -0.11
H 0.00 0.06 0.01
H -0.02 -0.01 0.12

Results of the Mulliken charge analysis, in e, for atoms 1 through 4: -0.9717, -0.4525, 1.2551, -0.3978



4.
Here is the molecule C24H24ClN3O4S from the OMol25 dataset. Energies are from the ωB97M-V functional and the def2-TZVPD basis.

The calculation puts the energy above the lowest of the compared OMol25 structures with the same formula, charge and spin at 0.000 eV. Its SMILES is NS(=O)(=O)c1ccc(CCNC(=O)C[C@@H](NC(=O)c2ccccc2Cl)c2ccccc2)cc1. The highest occupied orbital energy is -9.33 eV.

Element x y z (Å)
1 N -1.235 -2.340 -1.929
2 S -2.376 -1.598 -2.907
3 O -1.886 -1.418 -4.245
4 O -3.603 -2.322 -2.740
5 C -2.484 -0.025 -2.079
6 C -1.702 1.028 -2.506
7 C -1.761 2.231 -1.824
8 C -2.604 2.380 -0.728
9 C -2.630 3.669 0.047
10 C -1.419 3.752 0.988
11 N -1.272 2.522 1.734
12 C -0.103 1.859 1.810
13 O 0.951 2.332 1.432
14 C -0.199 0.459 2.393
15 C 0.054 -0.568 1.270
16 N 1.358 -0.336 0.682
17 C 1.547 -0.145 -0.635
18 O 0.668 -0.287 -1.469
19 C 2.944 0.248 -0.992
20 C 3.510 1.381 -0.416
21 C 4.781 1.787 -0.780
22 C 5.499 1.061 -1.717
23 C 4.950 -0.070 -2.295
24 C 3.672 -0.470 -1.937
25 Cl 2.997 -1.893 -2.643
26 C -0.062 -1.982 1.795
27 C -1.036 -2.833 1.291
28 C -1.145 -4.128 1.769
29 C -0.283 -4.585 2.751
30 C 0.697 -3.744 3.249
31 C 0.807 -2.449 2.774
32 C -3.386 1.304 -0.320
33 C -3.326 0.096 -0.993
34 H -0.420 -1.735 -1.868
35 H -0.974 -3.242 -2.299
36 H -1.062 0.888 -3.361
37 H -1.149 3.062 -2.143
38 H -3.548 3.727 0.636
39 H -2.603 4.524 -0.629
40 H -1.537 4.599 1.674
41 H -0.493 3.886 0.425
42 H -2.121 2.072 2.036
43 H 0.568 0.345 3.162
44 H -1.175 0.270 2.839
45 H -0.676 -0.424 0.464
46 H 2.120 -0.137 1.311
47 H 2.931 1.951 0.296
48 H 5.211 2.671 -0.334
49 H 6.492 1.376 -2.002
50 H 5.502 -0.642 -3.023
51 H -1.691 -2.491 0.505
52 H -1.905 -4.782 1.367
53 H -0.369 -5.595 3.123
54 H 1.379 -4.097 4.009
55 H 1.581 -1.805 3.168
56 H -4.058 1.415 0.521
57 H -3.927 -0.752 -0.705

Cartesian forces, eV/Å:
N -0.67 0.56 -0.27
S 0.35 -0.57 0.16
O 0.11 0.33 0.12
O -0.08 0.08 0.21
C 0.11 -0.45 -0.30
C 0.04 0.09 -0.13
C -0.12 -0.07 0.05
C -0.11 0.08 -0.07
C 0.21 -0.12 0.08
C 0.04 0.23 -0.03
N -0.42 0.25 0.05
C -0.22 -0.33 0.52
O 0.36 0.20 -0.11
C 0.17 0.10 -0.40
C -0.17 -0.07 0.07
N 0.05 -0.08 0.16
C 0.26 -0.08 0.30
O -0.08 0.10 -0.19
C 0.10 0.09 -0.23
C -0.03 -0.08 -0.04
C 0.09 0.01 -0.01
C -0.03 0.05 0.05
C -0.12 -0.09 -0.02
C 0.00 0.21 0.16
Cl 0.07 -0.23 -0.16
C -0.13 -0.02 -0.08
C 0.01 0.12 0.09
C -0.03 -0.09 0.04
C -0.04 -0.08 -0.03
C 0.10 0.03 0.08
C -0.06 0.01 -0.05
C 0.03 -0.05 -0.12
C -0.13 -0.05 0.15
H 0.25 0.14 0.06
H -0.11 -0.28 -0.20
H 0.13 0.05 -0.09
H 0.08 0.09 -0.06
H -0.05 0.04 -0.05
H -0.07 0.05 0.04
H 0.08 -0.03 -0.14
H -0.12 0.04 0.07
H 0.18 -0.13 0.02
H -0.05 0.04 0.04
H 0.01 -0.05 0.04
H 0.08 -0.02 0.14
H 0.02 0.04 -0.16
H -0.07 0.03 0.09
H 0.03 0.08 0.03
H 0.08 0.02 -0.03
H 0.03 -0.08 -0.06
H -0.05 0.04 -0.05
H -0.08 -0.07 -0.04
H -0.01 -0.08 0.03
H 0.05 -0.03 0.06
H 0.11 0.08 0.06
H -0.09 0.02 0.07
H -0.13 -0.07 0.10

Results of the Mulliken charge analysis, in e, for atoms 1 through 4: -0.2982, 1.2908, -0.7003, -0.7204



Number 1: energy -65484.1376 eV, molecular weight 623.2 g/mol, Kohn-Sham gap 6.504 eV. Number 2: energy -55074.3708 eV, molecular weight 697.6 g/mol, Kohn-Sham gap 8.582 eV. Number 3: energy -105932.0013 eV, molecular weight 482.4 g/mol, Kohn-Sham gap 8.486 eV. Number 4: energy -61297.2781 eV, molecular weight 486.0 g/mol, Kohn-Sham gap 9.805 eV.